The following is a DFT calculation (the ωB97M-V functional and the def2-TZVPD basis) of a gas-phase ion, C5H15N2 (charge +1).

```
22
Properties=species:S:1:pos:R:3:mulliken_charge:R:1
N 1.91342 0.77215 1.68161 -0.264
C 1.58914 1.66001 0.53068 -0.652
C 1.49204 0.75028 -0.67148 -0.654
N 0.49585 -0.24967 -0.32137 -0.246
C -0.88573 0.17295 -0.59135 -0.625
C -1.86507 -0.82603 0.03017 -0.573
C -2.31013 -1.99848 -0.87299 -1.117
H 1.10437 0.18480 1.86104 0.312
H 2.71432 0.16704 1.51365 0.332
H 2.16382 1.26050 2.54987 0.379
H 0.64843 2.10780 0.77909 0.332
H 2.20390 2.54033 0.47053 0.444
H 1.28923 1.28661 -1.59771 0.339
H 2.47091 0.31215 -0.74740 0.398
H 0.66769 -1.13705 -0.78375 0.235
H -1.08936 0.24945 -1.66102 0.426
H -1.05187 1.13208 -0.09726 0.286
H -2.76724 -0.34167 0.36927 0.419
H -1.45710 -1.18593 0.97465 0.270
H -2.15244 -2.98710 -0.45291 0.308
H -1.80442 -1.97661 -1.84782 0.345
H -3.36975 -1.89361 -1.11551 0.307
```

## Properties
* strongest force on any atom: 1.6 eV Å⁻¹
* SMILES: CCCNCC[NH3+]
* total energy: -8401.7303 eV
* charge: +1

The following is a DFT calculation (the ωB97M-V functional and the def2-TZVPD basis) of 2 unconnected molecules or ions with the total composition C5H15N2.

```
22
Properties=species:S:1:pos:R:3:mulliken_charge:R:1
C -0.41561 -2.09098 -1.03152 -0.490
N -0.71560 -1.44359 -2.19403 -0.287
C 0.23494 2.24249 -0.68059 -0.490
C -0.06423 2.63552 0.75697 -0.697
C 0.70063 -1.30642 -0.04623 -0.475
N 0.05977 -0.41960 0.72835 -0.009
C -0.04121 -0.78900 2.09778 -0.900
H 0.03015 -3.06928 -1.19155 0.325
H -1.30538 -2.20028 -0.42265 0.351
H -0.24162 2.82612 -1.47405 0.362
H 1.30343 2.39917 -0.84652 0.241
H 0.05001 1.22198 -0.95747 -0.087
H -1.07270 2.46777 1.12844 0.299
H 0.55125 1.94702 1.34786 0.104
H 0.30244 3.63928 0.95127 0.339
H 1.23746 -2.06461 0.52097 0.522
H 1.38349 -0.81303 -0.74574 0.316
H -0.20482 -1.64929 -3.03395 0.239
H -1.55063 -0.89628 -2.30446 0.238
H -0.20787 0.12265 2.66849 0.313
H -0.89767 -1.45235 2.30535 0.362
H 0.86378 -1.30731 2.42328 0.427
```

## Properties
* strongest force on any atom: 2.7 eV Å⁻¹
* total energy: -8398.0059 eV
* charge: +1

The following is a DFT calculation (the ωB97M-V functional and the def2-TZVPD basis) of a gas-phase ion, C5H15N2 (charge +1).

```
22
Properties=species:S:1:pos:R:3:mulliken_charge:R:1
C -0.94881 -2.02125 -0.84903 -0.699
C 0.36419 -1.22097 -0.67813 -0.713
C 0.42086 -0.30552 0.53931 -0.479
C -0.39194 0.99416 0.35348 -0.634
C 0.37476 2.06999 -0.41008 -0.627
N 1.46247 2.62850 0.48435 -0.301
N -1.45283 -2.44723 0.49201 -0.569
H -0.72957 -2.90919 -1.43850 0.386
H -1.67435 -1.40359 -1.37653 0.367
H 0.45706 -0.53039 -1.53023 0.192
H 1.20650 -1.87179 -0.73466 0.409
H -0.04718 -0.76184 1.41101 0.422
H 1.46972 -0.13924 0.81132 0.391
H -0.64085 1.44058 1.30974 0.351
H -1.27129 0.74271 -0.22717 0.284
H -0.24233 2.92014 -0.69213 0.341
H 0.91250 1.75486 -1.30288 0.382
H 2.05733 3.29448 -0.00816 0.375
H 2.10177 1.89932 0.81681 0.315
H 1.09660 3.07468 1.32821 0.355
H -2.43381 -2.59483 0.40886 0.228
H -1.13511 -3.39914 0.62493 0.224
```

## Properties
* strongest force on any atom: 1.6 eV Å⁻¹
* SMILES: NCCCCC[NH3+]
* total energy: -8401.8095 eV
* charge: +1

The following is a DFT calculation (the ωB97M-V functional and the def2-TZVPD basis) of a gas-phase ion, C5H15N2 (charge +1).

```
22
Properties=species:S:1:pos:R:3:mulliken_charge:R:1
N 0.44802 2.16339 -0.04407 -0.582
C -0.22262 1.34008 0.94443 0.267
C -1.67597 1.89969 1.29223 -1.314
C -0.37259 -0.03526 0.29897 -1.115
N 0.98837 -0.52059 -0.08688 -0.178
C 1.19308 -1.95239 -0.56794 -0.441
C 0.08452 -2.35775 -1.54129 -1.105
H 0.94845 2.98878 0.23423 0.239
H 1.39810 0.13430 -0.75364 0.459
H -0.13064 2.39034 -0.82694 0.217
H 0.16297 1.14749 1.94173 0.430
H -1.98425 1.27761 2.13510 0.355
H -2.27752 1.91701 0.39834 0.397
H -1.41742 2.83261 1.79008 0.364
H -0.81921 -0.83170 0.88580 0.433
H -0.95382 0.03295 -0.62598 0.445
H 1.55087 -0.42775 0.76317 0.345
H 2.16851 -1.99342 -1.04316 0.393
H 1.29262 -2.56413 0.32600 0.338
H 0.35165 -1.86673 -2.48198 0.340
H -0.95039 -2.15335 -1.30423 0.350
H 0.21725 -3.42117 -1.73398 0.363
```

## Properties
* strongest force on any atom: 3.2 eV Å⁻¹
* SMILES: CC[NH2+]C[C@H](C)N
* total energy: -8401.8589 eV
* charge: +1

The following is a DFT calculation (the ωB97M-V functional and the def2-TZVPD basis) of a gas-phase ion, C5H15N2 (charge +1).

```
22
Properties=species:S:1:pos:R:3:mulliken_charge:R:1
C -1.21890 1.19847 0.32516 -0.714
C -0.94118 0.33534 -0.89575 -0.569
C 0.52215 0.07908 -1.25298 -0.889
C 1.38871 -0.63145 -0.19555 -0.626
N 0.58481 -1.08756 0.98325 -0.287
C 0.09644 -2.47071 0.86038 -0.923
N -0.39198 2.47133 0.26525 -0.244
H -0.98295 0.70183 1.25550 0.447
H -2.26581 1.45505 0.29529 0.354
H -1.36033 -0.59837 -0.64088 0.265
H -1.46436 0.70607 -1.77733 0.453
H 0.98783 1.02755 -1.54259 0.434
H 0.59874 -0.42697 -2.21451 0.372
H 2.08285 0.08974 0.23918 0.367
H 1.91221 -1.47703 -0.63871 0.336
H 1.26539 -1.09145 1.73053 0.286
H -0.98269 -2.49312 0.70056 0.267
H 0.27112 -2.98450 1.79775 0.368
H 0.53892 -3.06957 0.06492 0.299
H -0.55172 3.08732 1.06003 0.356
H -0.67919 2.96001 -0.57845 0.364
H 0.58994 2.21892 0.15895 0.285
```

## Properties
* strongest force on any atom: 1.5 eV Å⁻¹
* SMILES: CNCCCC[NH3+]
* total energy: -8401.5297 eV
* charge: +1

The following is a DFT calculation (the ωB97M-V functional and the def2-TZVPD basis) of a gas-phase ion, C5H15N2 (charge +1).

```
22
Properties=species:S:1:pos:R:3:mulliken_charge:R:1
C -1.72730 0.12776 2.05483 -1.509
C -0.93902 -0.60882 0.95794 0.453
C 0.57025 -0.14746 0.87952 -0.705
C 1.02117 0.88427 -0.15439 -0.987
C 1.78378 -0.62550 -1.88457 -0.946
N 0.79420 0.49978 -1.61290 -0.144
N -1.61953 -0.37057 -0.35380 -0.758
H -2.76321 -0.21748 2.21872 0.403
H -1.68909 1.21722 2.05183 0.359
H -1.30667 -0.23590 2.98500 0.406
H -1.22005 -1.65153 1.17080 0.377
H 1.20953 -1.01294 0.88548 0.385
H 0.86548 0.45771 1.75991 0.382
H 0.67853 1.91111 -0.01591 0.425
H 2.08030 1.17432 -0.10652 0.447
H 2.80019 -0.31202 -1.71424 0.363
H 1.43224 -1.50549 -1.36546 0.360
H 1.67372 -0.86386 -2.95356 0.382
H 0.90821 1.23909 -2.30297 0.359
H -0.20095 0.10475 -1.61187 0.402
H -1.78629 0.64216 -0.37864 0.285
H -2.56549 -0.70660 -0.50920 0.261
```

## Properties
* strongest force on any atom: 2.6 eV Å⁻¹
* SMILES: C[NH2+]CC[C@@H](C)N
* total energy: -8401.4570 eV
* charge: +1

The following is a DFT calculation (the ωB97M-V functional and the def2-TZVPD basis) of 2 unconnected molecules or ions with the total composition C5H15N2O.

```
23
Properties=species:S:1:pos:R:3:mulliken_charge:R:1
C 0.74844 -0.01656 -1.81870 -0.752
O 0.18853 0.33413 -0.62024 -0.547
C 1.46997 -1.39252 -1.68308 -0.267
N 2.04056 -1.85220 -2.98860 -0.635
H -0.02765 -0.11902 -2.60226 0.222
H 1.49878 0.70081 -2.24308 0.176
H 2.32181 -1.30690 -0.97263 0.245
H 0.75278 -2.11806 -1.25155 0.157
H 2.49945 -2.76984 -2.97485 0.204
H 1.19261 -1.98065 -3.56825 0.215
C -0.25525 2.01436 1.75644 -0.730
N -1.20010 0.95344 2.08249 -0.256
C -2.24350 0.81162 1.02399 -0.724
C -0.46285 -0.36137 2.12406 -0.667
H -0.75858 2.99714 1.76934 0.281
H 0.07276 1.78496 0.72288 0.284
H 0.63853 2.04700 2.39374 0.273
H -2.89550 -0.03960 1.33473 0.275
H -2.86940 1.72438 1.01844 0.282
H -1.78453 0.61852 0.03632 0.231
H -1.20583 -1.11048 2.42989 0.309
H 0.30966 -0.32437 2.90914 0.288
H -0.03066 -0.59477 1.12178 0.138
```

## Properties
* strongest force on any atom: 1.4 eV Å⁻¹
* total energy: -10454.7880 eV
* charge: -1

The following is a DFT calculation (the ωB97M-V functional and the def2-TZVPD basis) of 2 unconnected molecules or ions with the total composition C5H15N2O.

```
23
Properties=species:S:1:pos:R:3:mulliken_charge:R:1
C 0.76093 -0.11502 -1.83778 -0.737
O 0.19225 0.25346 -0.66323 -0.574
C 1.48967 -1.46380 -1.73203 -0.278
N 2.04966 -1.89144 -3.03666 -0.623
H 0.01046 -0.23612 -2.66605 0.178
H 1.50983 0.60681 -2.24189 0.197
H 2.31292 -1.36650 -1.01950 0.262
H 0.77882 -2.19012 -1.31712 0.182
H 2.47744 -2.80867 -2.98048 0.203
H 1.26547 -1.98969 -3.67505 0.213
C -0.32848 1.98669 1.78009 -0.759
N -1.26444 0.92614 2.17484 -0.222
C -2.32305 0.81998 1.16869 -0.787
C -0.55997 -0.36859 2.25645 -0.687
H -0.83903 2.95501 1.81292 0.295
H 0.03360 1.79320 0.75495 0.269
H 0.52957 2.01716 2.45491 0.282
H -2.99846 0.01699 1.47880 0.302
H -2.89883 1.75074 1.15900 0.287
H -1.90345 0.60650 0.17754 0.248
H -1.29475 -1.11454 2.57662 0.308
H 0.20402 -0.30379 3.03600 0.294
H -0.11269 -0.64782 1.28811 0.147
```

## Properties
* strongest force on any atom: 0.5 eV Å⁻¹
* total energy: -10455.1138 eV
* charge: -1